DFT (wB97M-V/def2-TZVPD) results for a molecular structure, C22H18BBrF4NPd.

Geometry as XYZ:
```
48
C22H18BBrF4NPd (wB97M-V/def2-TZVPD)
Pd -0.355 0.951 -0.675
Br -1.020 2.214 1.642
C -2.203 0.832 2.108
C -2.731 0.837 3.398
C -3.649 -0.131 3.771
C -4.053 -1.095 2.856
C -3.534 -1.098 1.557
C -3.974 -2.054 0.617
C -3.490 -2.050 -0.690
C -2.558 -1.108 -1.070
C -2.022 -0.155 -0.165
C -2.566 -0.129 1.155
H -2.426 1.600 4.100
H -4.054 -0.125 4.773
H -4.774 -1.851 3.142
H -4.714 -2.784 0.923
H -3.852 -2.781 -1.400
H -2.195 -1.109 -2.092
C 4.408 -2.095 2.491
C 3.276 -1.420 1.779
C 3.249 -0.044 1.588
C 2.196 0.540 0.908
N 1.182 -0.181 0.419
C 1.189 -1.505 0.603
C 2.206 -2.154 1.268
H 5.058 -1.374 2.981
H 5.009 -2.667 1.782
H 4.034 -2.794 3.239
H 4.047 0.583 1.963
H 2.163 1.607 0.736
H 0.347 -2.051 0.195
H 2.166 -3.229 1.388
C 1.760 1.506 -4.116
C 2.212 0.386 -3.427
C 1.305 -0.449 -2.791
C -0.028 -0.054 -2.807
C -0.524 0.987 -3.580
C 0.408 1.813 -4.195
H 2.476 2.146 -4.615
H 3.269 0.157 -3.395
H 1.633 -1.344 -2.279
H -1.584 1.200 -3.651
H 0.076 2.689 -4.734
F 0.565 4.061 0.172
B 0.550 3.632 -1.143
F -0.774 3.112 -1.457
F 1.351 2.418 -1.228
F 0.942 4.557 -2.045
```

Calculated values
Frontier orbital gap (spin up / spin down) = 7.2938 / 5.7887 eV
<S²> = 6.040
Net charge = +1
2S+1 = 5

Here are the Mulliken charges for atoms 1 to 4, given in e:
1 Pd 0.2718
2 Br -0.0363
3 C 1.0832
4 C -0.7447